[1]
C31H25BrCoF6N7OSb | ωB97M-V with the def2-TZVPD basis set

The geometry in XYZ format:
```
73
C31H25BrCoF6N7OSb, DFT ωB97M-V with the def2-TZVPD basis set
Co 0.77 -0.39 -0.42
Br 7.22 2.52 -1.33
C 5.55 2.22 -0.52
C 5.41 2.68 0.87
C 4.35 2.33 1.60
C 3.32 1.44 1.01
O 2.63 0.73 1.70
C 3.20 1.49 -0.54
C 2.39 0.36 -1.16
N 1.20 0.89 -1.73
C 0.83 0.45 -3.05
C 0.70 1.22 -4.15
C 0.38 0.60 -5.39
C 0.23 -0.76 -5.47
C 0.39 -1.56 -4.31
C 0.24 -2.97 -4.28
C 0.40 -3.65 -3.11
C 0.70 -2.93 -1.94
N 0.83 -1.63 -1.92
C 0.69 -0.94 -3.10
C 4.57 1.62 -1.17
H 6.20 3.28 1.30
H 4.27 2.57 2.65
H 2.95 -0.32 -1.79
H 0.83 2.30 -4.11
H 0.26 1.21 -6.27
H -0.02 -1.23 -6.41
H -0.01 -3.49 -5.20
H 0.30 -4.72 -3.07
H 0.82 -3.44 -0.99
H 4.68 1.31 -2.20
C -1.35 -4.49 1.83
C -0.60 -3.38 2.57
C 0.08 -2.46 1.64
N 0.63 -1.76 0.93
H -1.74 -5.20 2.55
H -0.68 -5.03 1.15
H -2.18 -4.08 1.25
H 0.15 -3.78 3.25
H -1.29 -2.77 3.16
F -1.29 -0.58 -0.89
Sb -2.92 0.12 -1.68
F -3.43 0.57 0.06
F -1.94 1.74 -1.81
F -4.47 0.83 -2.42
F -2.21 -0.33 -3.36
F -3.60 -1.61 -1.51
N 2.42 2.67 -0.99
C 1.04 2.28 -1.25
H 2.53 3.49 -0.40
C -0.30 3.42 0.56
C 0.20 2.27 0.00
N 0.13 1.09 0.63
C -0.40 1.02 1.85
C -0.90 2.13 2.51
C -0.85 3.35 1.84
C -1.39 2.07 3.91
C -2.18 1.18 4.50
C -2.96 0.06 3.92
C -3.77 -0.72 4.74
C -4.50 -1.73 4.14
N -4.48 -1.94 2.82
C -3.71 -1.10 2.12
N -2.92 -0.14 2.60
H -0.28 4.36 0.02
H 0.60 2.92 -2.01
H -0.43 0.05 2.31
H -1.26 4.23 2.30
H -1.05 2.89 4.52
H -2.36 1.34 5.56
H -3.82 -0.55 5.81
H -5.12 -2.39 4.72
H -3.70 -1.22 1.04
```

Properties
Energy above the lowest of the compared OMol25 structures with the same formula, charge and spin in kJ/mol: 0.00
Highest occupied orbital energy in eV: -11.491
Charge: +1
HOMO-LUMO gap in eV: 8.2

Results of the Löwdin charge analysis, in e, for atoms 1 through 2: Co 0.50; Br 0.80

[2]
C31H25ClN4O5PRuS | ωB97M-V with the def2-TZVPD basis set

The geometry in XYZ format:
```
69
C31H25ClN4O5PRuS, DFT ωB97M-V with the def2-TZVPD basis set
Ru -1.03 0.38 -0.13
O -3.38 -0.29 0.28
C -2.85 -0.51 -0.79
C -2.98 -1.17 -2.00
C -4.26 -1.52 -2.53
C -4.36 -2.06 -3.79
C -3.21 -2.29 -4.57
C -1.96 -1.97 -4.07
C -1.82 -1.42 -2.81
P -0.29 -0.95 -1.99
C 0.13 -2.36 -0.90
C -0.84 -3.28 -0.50
C -0.52 -4.27 0.41
C 0.76 -4.36 0.93
C 1.74 -3.46 0.52
C 1.43 -2.46 -0.39
C 1.00 -0.99 -3.25
C 1.38 0.21 -3.86
C 2.31 0.19 -4.90
C 2.85 -1.01 -5.32
C 2.48 -2.20 -4.71
C 1.56 -2.19 -3.67
H -5.14 -1.32 -1.93
H -5.33 -2.30 -4.19
H -3.31 -2.71 -5.56
H -1.07 -2.14 -4.67
H -1.84 -3.22 -0.91
H -1.28 -4.98 0.73
H 1.00 -5.14 1.64
H 2.74 -3.53 0.91
H 2.18 -1.74 -0.68
H 0.96 1.14 -3.51
H 2.60 1.12 -5.37
H 3.57 -1.03 -6.13
H 2.91 -3.14 -5.03
H 1.27 -3.12 -3.19
N 2.70 4.97 5.14
C 2.43 4.17 4.06
C 1.41 4.50 3.16
C 1.16 3.70 2.06
C 1.94 2.58 1.85
C 2.97 2.24 2.72
C 3.22 3.03 3.82
S 1.67 1.54 0.46
O 2.92 1.25 -0.18
O 0.64 2.13 -0.41
N 0.99 0.15 0.93
C 0.40 -0.19 2.10
N -0.82 -0.76 1.90
C -1.48 -1.22 2.94
C -0.95 -1.16 4.22
C 0.29 -0.53 4.33
N 0.96 -0.05 3.30
H 2.05 5.70 5.38
H 3.33 4.65 5.84
H 0.80 5.38 3.34
H 0.37 3.95 1.36
H 3.56 1.35 2.51
H 4.02 2.78 4.50
H -2.46 -1.64 2.75
H -1.47 -1.55 5.07
H 0.76 -0.40 5.30
Cl -2.09 5.15 1.81
C -3.11 3.81 1.24
C -2.26 2.63 0.77
O -1.55 2.01 1.61
O -2.35 2.29 -0.44
H -3.72 4.18 0.42
H -3.72 3.49 2.08
```

Properties
Energy above the lowest of the compared OMol25 structures with the same formula, charge and spin in kJ/mol: 78.21
⟨S²⟩: 8.80
Spin multiplicity: 6
Highest occupied orbital energy (alpha / beta) in eV: -6.109 / -8.067
HOMO-LUMO gap (alpha / beta) in eV: 6.0 / 6.6

Results of the Löwdin charge analysis, in e, for atoms 1 through 2: Ru 1.36; O 0.06